No. 1
Computed, not measured: C11H24GaIO4P2 as an isolated structure in a non-equilibrium geometry, with the ωB97M-V functional and the def2-TZVPD basis.

Properties
Total charge ... +2

Cartesian coordinates (Å):
C: 0.339 2.080 0.307
H: 3.289 -1.508 1.808
C: 0.373 2.054 3.447
C: 3.339 -1.793 0.750
C: 0.046 0.039 -2.102
H: 0.066 -0.982 -3.957
H: -4.346 -1.597 0.663
O: -1.809 1.059 3.405
C: -0.928 1.698 2.817
C: -3.289 -1.477 0.929
H: 2.971 0.005 -2.587
P: 2.488 -0.506 -0.258
C: -3.434 1.189 0.020
H: 4.389 -1.922 0.449
P: -2.539 -0.358 -0.300
H: 4.467 0.800 0.182
H: -3.350 1.404 1.086
O: 0.836 3.116 0.141
O: -1.100 2.164 1.589
H: 4.359 -0.748 -1.731
O: 0.065 1.182 -2.510
Ga: -0.263 0.098 0.067
H: 0.454 3.147 3.533
H: 0.447 1.625 4.448
H: 1.217 1.702 2.847
I: 0.113 -1.839 1.794
H: -2.780 -2.444 0.920
H: 3.152 1.164 1.357
H: 2.984 -1.762 -2.268
H: 2.797 -2.736 0.613
C: 3.273 -0.778 -1.882
H: 0.893 -1.875 -2.648
H: 3.085 1.852 -0.291
C: 3.391 0.983 0.301
H: -4.354 -0.895 -1.803
H: -3.194 -1.017 1.917
H: -4.471 1.022 -0.292
H: -2.982 2.005 -0.554
H: -0.889 -1.771 -2.670
H: -2.935 -0.270 -2.689
H: -2.950 -1.957 -2.087
C: 0.040 -1.223 -2.885
C: -3.258 -0.929 -1.875

Atoms 1-2, force components in eV/Å:
C -0.1 2.5 1.0
H 0.0 -0.1 -0.2


No. 2
Computed, not measured: C6H24AsF6N12O6Tl as an isolated structure in a non-equilibrium geometry, with the ωB97M-V functional and the def2-TZVPD basis.

Properties
Energy relative to the best compared isomer or geometry (same formula, charge and spin) ... 197.5 kcal/mol
Total charge ... +2

Cartesian coordinates (Å):
O: 2.161 -4.709 1.406
H: 7.988 -0.638 -2.392
F: -1.827 -1.499 2.863
H: 1.741 -7.531 2.561
O: -1.553 4.049 1.090
N: 1.999 -6.812 1.900
C: 7.796 -1.199 -0.570
C: -5.218 1.214 -3.456
F: -4.773 -2.551 4.619
H: -1.463 5.966 -0.335
O: -4.019 1.093 -3.321
O: 3.335 5.221 -0.501
N: -4.434 -5.171 -2.321
N: -2.014 5.553 2.661
N: -6.246 0.972 -2.630
N: -3.667 -5.002 -4.303
H: 2.021 -6.150 4.104
As: -3.303 -1.961 3.711
C: -3.408 -4.780 -3.020
H: -7.192 0.801 -2.938
H: -5.054 2.425 -4.924
Tl: 1.205 -0.074 -1.510
F: -2.231 -2.494 5.067
F: -3.496 -0.320 4.382
N: 2.054 -5.340 3.501
H: 8.211 -1.431 1.383
C: 3.693 6.318 -0.089
H: 9.500 -1.250 -1.678
C: 2.036 -5.550 2.235
H: 2.096 -4.428 3.934
H: -5.169 -5.792 -2.627
H: -3.093 -4.574 -5.015
N: -1.643 6.246 0.619
N: 4.202 6.573 1.052
H: 9.535 -1.889 0.358
H: -4.632 -5.217 -4.509
H: -5.908 0.606 -1.751
F: -4.419 -1.503 2.358
N: 8.507 -1.070 -1.641
N: 3.713 7.446 -0.775
H: -6.725 1.927 -4.519
N: 8.581 -1.574 0.455
H: -2.252 6.531 2.738
C: -1.791 5.209 1.432
H: -4.437 -4.895 -1.349
H: -1.736 7.235 0.799
H: 3.945 8.288 -0.269
H: 4.328 5.768 1.648
H: 3.330 7.429 -1.710
O: 6.647 -0.803 -0.340
N: -5.723 1.812 -4.480
H: -2.164 4.880 3.399
H: 2.260 -7.083 0.963
F: -3.251 -3.611 2.962
H: 4.423 7.524 1.310
O: -2.469 -4.186 -2.537

Atoms 1-2, force components in eV/Å:
O 0.0 3.4 -3.4
H 0.7 -0.2 -0.4


no.,electronic energy (Ha)
1,-3639.012914
2,-4358.336645